1.
# C43H57CoGeN4OS3SbSi

A molecular structure, C43H57CoGeN4OS3SbSi at a distorted geometry (ωB97M-V with the def2-TZVPD basis set, OMol25).

Results
relative energy (zero: lowest compared OMol25 entry of this formula, charge and spin): 2.0215 eV
E_LUMO (spin up / spin down): -0.01 / -0.03 eV
net charge: 0
max |F|: 2.8 eV/Å
HOMO energy (spin up / spin down): -6.825 / -7.000 eV
<S²>: 3.77
multiplicity: 4
E: -7150.84337 Eh
Kohn-Sham gap (spin up / spin down): 6.81 / 6.97 eV

```
112
Properties=species:S:1:pos:R:3:forces:R:3
Co -1.71459 -1.10513 1.13768 -0.2 -0.2 0.7
S -3.61725 -1.66201 2.34273 0.0 -0.1 0.0
C -2.82815 -2.35139 3.73228 -0.2 0.1 0.1
C -3.66568 -2.59331 4.87759 0.1 0.0 -0.2
N -4.35869 -2.75240 5.78174 0.0 0.0 0.0
C -1.50467 -2.64883 3.79320 0.1 -0.1 0.1
S -0.37321 -2.34972 2.50211 0.2 -0.2 0.0
C -0.95274 -3.26180 4.97008 -0.1 0.1 -0.1
N -0.47564 -3.74343 5.89989 0.0 0.0 0.0
N -0.79216 0.78476 -0.94836 0.3 -0.4 0.3
N -0.09070 -0.20374 -0.18719 0.1 0.1 0.2
H -0.29710 1.14586 -1.76372 0.1 -0.1 0.0
H -0.96713 1.60344 -0.36992 0.0 -0.1 0.1
H 0.72273 0.19356 0.27666 0.0 0.1 -0.1
H 0.18959 -0.95363 -0.81035 0.0 0.0 0.0
C -1.23849 1.71413 -5.33801 0.1 -0.1 0.1
C -0.84902 0.42833 -4.61241 -0.2 0.0 0.0
C -2.04016 -0.48376 -4.31041 -0.1 0.2 0.0
C -3.17252 0.17088 -3.51188 -0.3 -0.8 0.1
Ge -2.88675 0.40936 -1.59534 0.7 2.6 -0.5
C -4.42658 0.94271 -0.51130 -0.2 -0.5 -0.1
C -5.51310 1.70253 -1.28603 0.3 0.0 0.0
C -5.15628 3.16399 -1.56759 -0.2 -0.1 -0.1
C -6.05802 3.77637 -2.63418 0.1 0.0 0.1
H -0.35922 2.21307 -5.74740 0.0 0.0 0.0
H -1.72737 2.40963 -4.65470 0.0 0.0 0.0
H -1.92003 1.50147 -6.16466 0.0 0.0 0.0
H -0.34818 0.69972 -3.67844 0.1 -0.1 0.0
H -0.13126 -0.13760 -5.21028 0.1 0.0 0.0
H -1.68915 -1.37451 -3.77909 0.0 0.0 -0.1
H -2.45506 -0.82495 -5.26389 0.1 -0.1 0.0
H -4.05806 -0.47354 -3.56860 0.0 0.0 -0.2
H -3.45132 1.14555 -3.90933 0.0 0.0 0.0
H -2.24213 2.14793 -1.86003 -0.6 -0.9 0.1
H -4.10069 1.51471 0.35903 0.0 0.0 0.0
H -4.81466 -0.01486 -0.14966 -0.1 0.1 0.2
H -6.44082 1.66109 -0.70896 -0.1 0.0 -0.1
H -5.70627 1.19689 -2.23843 -0.1 0.0 0.0
H -4.11585 3.21485 -1.89051 0.0 0.1 0.0
H -5.24409 3.73371 -0.63676 0.1 0.0 0.0
H -5.89919 3.28288 -3.59559 0.0 0.0 0.0
H -5.85279 4.83960 -2.76572 0.0 0.0 0.0
H -7.11251 3.66644 -2.37129 0.0 0.0 0.0
C 7.00357 -0.83243 4.56068 0.0 0.0 0.0
C 5.86262 -0.49106 5.26675 0.0 0.0 0.0
C 4.63948 -0.40311 4.60850 0.0 0.0 0.0
C 4.55386 -0.65448 3.24390 0.0 0.0 0.1
C 5.70663 -1.01014 2.54298 0.0 0.0 0.0
C 6.92459 -1.09597 3.19705 0.0 0.0 0.0
Sb 2.67408 -0.49955 2.22959 0.3 0.1 0.0
C 2.92245 -2.43171 1.32734 -0.1 0.0 -0.1
C 3.24238 -3.47145 2.20007 0.0 0.0 0.0
C 3.37733 -4.77097 1.73767 0.0 0.0 0.0
C 3.19045 -5.05588 0.39139 0.0 0.0 0.0
C 2.85991 -4.03504 -0.48437 0.0 0.0 0.0
C 2.71770 -2.73344 -0.01528 0.0 0.0 0.0
C 3.53410 0.79389 0.69891 -0.1 0.0 0.0
C 4.33721 1.84074 1.16109 0.0 -0.1 0.0
C 4.83117 2.80687 0.29535 0.0 0.0 0.0
C 4.51103 2.76353 -1.05517 0.0 0.0 0.0
C 3.70652 1.74085 -1.53272 0.0 0.0 0.0
C 3.22816 0.76635 -0.66269 0.0 0.0 0.1
H 7.95764 -0.89258 5.06852 0.0 0.0 0.0
H 5.92173 -0.29002 6.32878 0.0 0.0 0.0
H 3.75021 -0.13992 5.17035 0.0 0.0 0.0
H 5.65016 -1.22017 1.48080 0.0 0.0 0.0
H 7.81531 -1.36678 2.64414 0.0 0.0 0.0
H 3.38304 -3.27219 3.25656 0.0 0.0 0.0
H 3.61772 -5.56408 2.43391 0.0 0.0 0.0
H 3.29262 -6.07205 0.03273 0.0 0.0 0.0
H 2.71090 -4.24761 -1.53557 0.0 0.0 0.0
H 2.45524 -1.95993 -0.72655 0.0 0.0 0.0
H 4.59189 1.89400 2.21420 0.0 0.0 0.0
H 5.46079 3.60107 0.67713 0.0 0.0 0.0
H 4.88813 3.51986 -1.73186 0.0 0.0 0.0
H 3.44941 1.69702 -2.58424 0.0 0.0 0.0
H 2.62645 -0.03328 -1.07558 0.0 0.0 0.0
C 1.43701 5.41260 -1.37248 -0.1 0.0 0.0
C 0.58172 4.74169 -0.33332 0.0 0.0 0.0
C 1.10079 3.69447 0.43269 0.0 0.0 0.0
C 0.28708 2.98028 1.29268 0.0 0.1 0.1
C -1.05768 3.32390 1.40518 0.1 0.0 -0.1
C -1.57914 4.39241 0.69518 0.0 0.0 -0.1
C -0.75174 5.09964 -0.16707 0.0 0.0 0.0
S -2.14651 2.22509 2.28656 0.0 0.1 0.1
C -1.55643 2.53687 3.94206 -0.1 0.0 0.1
O -1.60680 0.85988 1.95818 0.2 0.0 -0.3
H 2.49515 5.31549 -1.13384 0.0 0.0 0.0
H 1.18975 6.46788 -1.48192 0.0 0.0 0.0
H 1.26668 4.93452 -2.34021 0.0 0.0 0.0
H 2.14269 3.41458 0.32586 0.0 0.0 0.0
H 0.68328 2.14401 1.86013 0.0 0.0 0.0
H -2.62785 4.64883 0.78477 0.0 0.0 0.0
H -1.16693 5.90494 -0.76067 0.0 0.0 0.0
H -0.51518 2.22362 4.00396 0.0 0.0 0.0
H -2.17317 1.96362 4.63197 0.0 0.0 0.0
H -1.65955 3.60413 4.13645 0.0 0.0 0.0
C -0.18801 -4.25106 -2.53746 0.1 0.0 -0.1
Si -1.48373 -4.32823 -1.18590 0.0 0.2 0.0
C -0.85358 -5.14385 0.34455 0.0 -0.1 0.1
C -3.04380 -5.07583 -1.87136 -0.1 -0.1 0.0
C -1.96593 -2.54422 -0.86782 -0.2 0.1 -0.1
C -2.43600 -1.41402 -0.92496 0.1 0.0 -0.5
H 0.47084 -5.12054 -2.47787 0.0 0.0 0.0
H 0.43542 -3.35706 -2.46839 0.0 0.0 0.0
H -0.65913 -4.25460 -3.52281 0.0 0.0 0.0
H -0.69666 -6.21214 0.17271 0.0 0.0 0.0
H -1.56475 -5.02798 1.16462 0.0 0.0 0.0
H 0.08952 -4.70041 0.66814 0.0 0.0 0.0
H -2.86062 -6.07000 -2.28537 0.0 0.0 0.0
H -3.43219 -4.43907 -2.66885 0.0 0.0 0.0
H -3.81402 -5.15867 -1.10273 0.0 0.0 0.0
```
Forces are in eV/Å.

Here are the Löwdin charges for atoms 1 to 8, given in e: Co 0.1613; S 0.6342; C -0.7382; C -0.2920; N 0.1528; C -0.7135; S 0.6107; C -0.2910



2.
# C43H57N8O6PS3Ti

A molecular structure, C43H57N8O6PS3Ti at a distorted geometry (ωB97M-V with the def2-TZVPD basis set, OMol25).

Results
relative energy (zero: lowest compared OMol25 entry of this formula, charge and spin): 0.0000 eV
E_LUMO (spin up / spin down): 3.43 / 3.43 eV
net charge: -2
max |F|: 1.6 eV/Å
HOMO energy (spin up / spin down): 0.847 / -1.798 eV
<S²>: 2.02
multiplicity: 3
E: -4947.83773 Eh
Kohn-Sham gap (spin up / spin down): 2.58 / 5.23 eV

```
119
Properties=species:S:1:pos:R:3:forces:R:3
Ti -0.57332 -0.17821 0.41966 1.4 -0.8 0.1
N 0.71852 -2.11928 0.32275 0.0 0.1 0.1
C 2.12488 -2.03140 -0.11568 -0.1 0.0 0.1
C 2.20211 -1.78193 -1.60929 -0.1 0.0 0.0
N 1.37069 -0.64296 -1.95972 0.1 0.0 0.0
H 0.71591 -2.44683 1.28350 -0.1 0.0 0.0
H 0.21580 -2.82718 -0.22034 0.2 -0.2 0.0
H 2.67182 -2.95190 0.11820 0.0 0.0 0.0
H 2.56156 -1.20380 0.45002 0.1 0.0 0.0
H 1.76889 -2.65128 -2.10904 0.1 0.0 0.0
H 3.25946 -1.69326 -1.90079 0.0 0.0 0.0
H 1.17121 -0.60221 -2.95011 0.0 0.0 0.0
H 1.73216 0.24847 -1.64418 0.0 0.0 0.0
O -1.68434 -1.10601 -1.23157 -0.1 0.4 0.1
C -2.23414 -0.15213 -2.16363 0.0 -0.2 0.0
C -1.36712 1.13911 -2.07111 0.0 0.1 0.0
O -1.49918 2.03424 -2.89679 0.0 0.0 0.0
O -0.59138 1.19174 -1.05302 -0.2 0.2 -0.2
C -2.31839 -0.79342 -3.55676 -0.1 0.1 0.1
C -1.90338 -0.16699 -4.72778 0.1 -0.1 0.1
C -1.97490 -0.84909 -5.93693 0.0 0.0 0.0
C -2.45575 -2.14940 -5.99518 0.0 0.0 0.0
C -2.89903 -2.76928 -4.83702 0.0 0.0 0.1
C -2.84717 -2.08207 -3.63226 0.0 -0.1 -0.1
C -3.65033 0.18008 -1.67684 0.0 0.0 0.0
C -4.29422 -0.64441 -0.76016 0.0 0.0 0.0
C -5.58292 -0.35059 -0.33432 0.0 0.0 0.0
C -6.24473 0.76807 -0.81924 0.0 0.0 0.0
C -5.60665 1.58716 -1.74231 0.0 0.0 0.0
C -4.32051 1.29496 -2.17267 0.0 0.0 0.0
H -1.23710 -1.85795 -1.69677 -0.1 -0.3 -0.3
H -1.50561 0.83551 -4.68652 0.0 0.0 0.0
H -1.62629 -0.35894 -6.83918 0.0 0.0 0.0
H -2.47055 -2.68912 -6.93409 0.0 0.0 0.0
H -3.24123 -3.79781 -4.84981 0.0 0.0 -0.1
H -3.18076 -2.59467 -2.74095 0.0 0.0 0.1
H -3.77581 -1.51298 -0.37544 0.0 0.0 0.0
H -6.06773 -1.00454 0.38146 0.0 0.0 0.0
H -7.25071 0.99727 -0.48743 0.0 0.0 0.0
H -6.11497 2.46003 -2.13574 0.0 0.0 0.0
H -3.81793 1.93359 -2.88737 0.0 0.0 0.0
O -2.12315 0.88348 1.00139 -0.8 0.7 0.2
N -3.05120 0.60344 1.90796 0.3 0.0 -0.2
C -4.03033 1.52013 2.05624 -0.1 -0.1 0.0
C -5.02056 1.34353 2.97774 0.1 -0.1 0.0
C -4.98917 0.17309 3.75425 -0.2 0.1 0.1
C -4.00047 -0.74998 3.57310 0.3 -0.1 -0.2
C -2.97295 -0.56053 2.61135 -0.4 0.2 0.2
S -1.72615 -1.63722 2.27189 0.1 -0.1 -0.1
H -3.94597 2.35602 1.37850 0.0 0.0 0.0
H -5.79881 2.08459 3.07455 0.0 0.0 0.0
H -5.76140 -0.00541 4.49245 0.0 0.0 0.0
H -3.96321 -1.66628 4.14442 0.0 0.0 0.0
N 0.99098 0.51643 1.39032 -0.3 0.0 -0.2
P 1.74812 1.57495 2.18069 -0.3 -0.2 0.0
N 3.28195 1.12647 2.75427 0.1 0.0 0.1
C 4.30653 1.09142 1.69265 0.0 0.0 0.0
C 5.42207 0.10566 2.02945 0.0 0.0 0.0
C 5.79978 0.20372 3.50263 0.0 0.0 0.0
C 4.58474 -0.13156 4.39284 0.0 0.0 0.0
C 3.28721 -0.07302 3.59249 0.0 0.0 0.0
N 0.99462 2.02949 3.61045 0.2 0.1 0.1
C -0.45987 1.86016 3.68831 0.0 0.1 -0.1
C -1.04330 2.79846 4.73366 0.0 0.0 0.0
C -0.48884 2.49130 6.13038 0.0 0.0 0.0
C 0.97859 2.03377 6.04834 0.0 0.0 0.0
C 1.64709 2.57774 4.79097 0.0 0.0 0.0
N 2.11833 2.96543 1.34030 0.1 0.1 0.0
C 1.88438 3.09120 -0.09679 0.0 0.0 0.0
C 1.41202 4.50179 -0.40892 0.0 0.0 0.0
C 2.50117 5.53357 -0.06841 0.0 0.0 0.0
C 3.42382 5.01009 1.04240 0.0 0.0 0.0
C 2.65841 4.13243 2.02523 -0.1 0.0 0.0
H 4.73151 2.09601 1.59149 0.0 0.0 0.0
H 3.86525 0.82770 0.72323 0.0 0.0 0.0
H 6.27964 0.31849 1.38730 0.0 0.0 0.0
H 5.10722 -0.91419 1.79417 0.0 0.0 0.0
H 6.14389 1.22140 3.70936 0.0 0.0 0.0
H 6.63769 -0.46024 3.72590 0.0 0.0 0.0
H 4.52322 0.58184 5.21896 0.0 0.0 0.0
H 4.68926 -1.12526 4.83647 0.0 0.0 0.0
H 2.42560 -0.03454 4.25995 0.0 0.0 0.0
H 3.15374 -0.97679 2.98518 0.0 0.0 0.0
H -0.71879 0.81982 3.92453 0.0 0.0 0.0
H -0.89551 2.06967 2.71118 0.0 0.0 0.0
H -2.13294 2.71520 4.72370 0.0 0.0 0.0
H -0.80389 3.82789 4.45041 0.0 0.0 0.0
H -1.09090 1.71046 6.60192 0.0 0.0 0.0
H -0.57579 3.37687 6.76610 0.0 0.0 0.0
H 1.02639 0.94211 6.01061 0.0 0.0 0.0
H 1.53592 2.34755 6.93474 0.0 0.0 0.0
H 2.70179 2.30676 4.76299 0.0 0.0 0.0
H 1.60491 3.67836 4.81075 0.0 0.0 0.0
H 1.13894 2.36176 -0.40122 -0.1 0.0 0.0
H 2.80431 2.87656 -0.66523 0.0 0.0 0.0
H 0.51367 4.68927 0.18575 0.0 0.0 0.0
H 1.11296 4.56733 -1.45583 0.0 0.0 0.0
H 2.04188 6.47697 0.24043 0.0 0.0 0.0
H 3.09805 5.75632 -0.95688 0.0 0.0 0.0
H 3.90190 5.83463 1.57733 0.0 0.0 0.0
H 4.22613 4.41019 0.60420 0.0 0.0 0.0
H 1.85443 4.72650 2.48849 0.0 0.0 0.0
H 3.31755 3.80845 2.83621 0.0 0.0 0.0
O -1.69423 -8.08175 -4.74863 0.0 0.1 0.0
S -1.80885 -6.63767 -4.91564 -0.1 -0.2 0.0
O -2.94255 -6.25134 -5.75166 0.0 0.0 0.0
N -1.79373 -5.84555 -3.52287 0.0 0.1 0.1
C -0.72162 -5.00919 -3.45068 -0.4 0.3 0.1
S -0.52162 -3.90886 -2.11177 0.2 -0.2 0.2
C 0.13967 -5.03059 -4.57825 0.1 0.0 -0.1
C 1.31504 -4.30439 -4.88491 0.0 0.0 0.1
C 1.96533 -4.53069 -6.07517 0.0 0.0 -0.1
C 1.49305 -5.47243 -7.01954 0.0 0.0 0.1
C 0.32735 -6.18359 -6.73936 0.0 0.0 0.0
C -0.32356 -5.95779 -5.54854 0.1 0.0 -0.1
H 1.68496 -3.57164 -4.17736 0.0 0.0 0.0
H 2.86512 -3.96541 -6.29968 0.0 0.0 0.0
H 2.02581 -5.62907 -7.94988 0.0 0.0 0.0
H -0.06950 -6.90211 -7.44903 0.0 0.0 0.0
```
Forces are in eV/Å.

Here are the Löwdin charges for atoms 1 to 8, given in e: Ti 0.8176; N -0.0759; C -0.2574; C -0.2951; N 0.0308; H 0.0502; H -0.0369; H 0.1110